{"formula": "C2H9N3O", "method": "ωB97M-V/def2-TZVPD", "total_charge": 0, "total_energy_ev": -8737.5701, "smiles": "[H]/N=C(/N)NC.O", "de_lowest_ev": 0.870, "largest_force_ha_per_bohr": 0.0375, "lumo_ev": 0.715, "homo_lumo_gap_ev": 10.13, "species": ["H", "N", "C", "N", "N", "C", "H", "H", "H", "H", "H", "H", "O", "H", "H"], "xyz": [[-2.0475, 0.1769, 0.5643], [-1.2115, 0.3686, 1.1105], [-0.2507, 0.6327, 0.3050], [1.0683, 0.6621, 0.7716], [-0.4452, 1.1470, -0.9989], [0.2755, 0.5579, -2.0923], [1.6890, 0.0563, 0.2547], [1.0757, 0.5159, 1.7704], [-1.4288, 1.3478, -1.0521], [0.0880, 1.1277, -2.9978], [-0.0201, -0.4809, -2.3092], [1.3408, 0.5595, -1.8959], [0.2961, -2.1821, 2.3968], [-0.1307, -1.5509, 1.7995], [-0.2990, -2.9387, 2.3734]], "atomic_forces_ev_per_a": [[-0.30, 0.61, 0.23], [0.32, -0.84, -0.25], [0.16, 1.03, -0.21], [-0.42, 0.17, -0.28], [0.17, -0.63, 1.81], [-0.43, -0.38, -0.69], [0.18, 0.13, 0.20], [0.19, -0.42, -0.03], [-0.13, -0.17, -0.94], [0.14, 0.12, -0.06], [0.02, 0.09, 0.11], [0.18, 0.20, 0.06], [-0.08, -0.12, -0.28], [-0.13, 0.24, 0.21], [0.10, -0.02, 0.12]]}